H5NO | ωB97M-V/def2-TZVPD

E_tot: -3618.6494 eV
Gap between HOMO and LUMO: 10.89 eV

Each line ends with the Mulliken charge.
Geometry (Å):
N (0.182, 0.824, -1.550)  -0.6561
H (-0.662, 1.321, -1.247)  0.2265
H (0.414, 0.153, -0.811)  0.2147
H (-0.074, 0.279, -2.379)  0.2246
O (0.147, -0.561, 2.245)  -0.6554
H (-0.758, -0.868, 2.008)  0.3262
H (0.750, -1.148, 1.735)  0.3195

CH2NO4S | ωB97M-V/def2-TZVPD

E_tot: -21585.7599 eV
Charge: -1
Gap between HOMO and LUMO: 9.28 eV

Each line ends with the Mulliken charge.
Geometry (Å):
C (1.786, 0.650, 0.123)  0.3307
N (2.171, -0.450, 0.170)  -0.5898
O (-0.863, -1.574, -0.087)  -0.4552
O (-2.505, 0.125, 0.180)  -0.6995
O (-0.483, 0.493, -1.184)  -0.6959
O (-0.441, 0.540, 1.185)  -0.6256
S (-1.094, 0.015, 0.040)  1.1328
H (1.402, 1.678, -0.175)  0.2653
H (0.028, -1.477, -0.253)  0.3372

C4H9N2 | ωB97M-V/def2-TZVPD

E_tot: -7265.2242 eV
Charge: +1
Gap between HOMO and LUMO: 11.02 eV

Each line ends with the Mulliken charge.
Geometry (Å):
C (0.008, 1.992, -0.536)  -0.2648
C (0.978, 1.104, -0.329)  -0.8098
C (-1.115, 0.945, -0.721)  -0.8122
C (0.100, -0.002, -0.549)  1.0150
N (0.336, -0.861, 1.399)  -0.6945
N (0.171, -1.040, -1.328)  -0.3530
H (-0.123, 3.046, -0.690)  0.4449
H (2.006, 1.183, -0.134)  0.5125
H (-1.420, 0.821, -1.737)  0.3535
H (0.970, -0.438, 1.946)  0.2787
H (-0.442, -1.063, 2.065)  0.2759
H (-1.790, 1.143, 0.076)  0.3038
H (0.821, -1.711, 1.165)  0.2738
H (0.900, -1.672, -1.533)  0.2327
H (-0.765, -1.283, -1.670)  0.2434

C6H10O | ωB97M-V/def2-TZVPD

E_tot: -8427.7161 eV
Gap between HOMO and LUMO: 9.47 eV

Each line ends with the Mulliken charge.
Geometry (Å):
C (-1.922, -1.563, 0.069)  -0.9593
C (-0.518, -0.469, -0.430)  -0.3881
C (-0.612, 0.763, -0.955)  -0.1359
C (0.520, 1.655, -0.480)  -0.5819
C (1.568, 0.653, 0.039)  -0.7157
C (0.823, -0.697, 0.220)  0.1561
O (0.560, -1.028, 1.569)  -0.5733
H (-2.665, -0.878, 0.501)  0.2755
H (-1.560, -2.206, 0.880)  0.2505
H (-1.419, -1.564, -0.967)  0.3372
H (-1.454, 1.174, -1.508)  0.4170
H (0.119, 2.278, 0.338)  0.2271
H (0.917, 2.354, -1.222)  0.3599
H (2.377, 0.556, -0.691)  0.2949
H (2.010, 0.935, 1.001)  0.3048
H (1.417, -1.531, -0.181)  0.3448
H (-0.161, -0.431, 1.818)  0.3864

CF3NOS | ωB97M-V/def2-TZVPD

E_tot: -23560.1368 eV
Gap between HOMO and LUMO: 12.41 eV

Each line ends with the Mulliken charge.
Geometry (Å):
C (-2.156, 0.122, 0.349)  0.5769
N (-1.663, 0.976, -0.235)  -0.3858
O (0.866, -0.774, 0.583)  -0.3756
F (-2.565, -0.896, 0.952)  -0.1510
F (1.946, -0.568, -1.513)  -0.2722
F (2.511, 0.907, 0.209)  -0.2883
S (1.061, 0.232, -0.345)  0.8960

C36H32BrP2Pr | ωB97M-V/def2-TZVPD

Expectation value of S²: 2.011
2S+1: 3
E_tot: -140522.0900 eV
Charge: +2
Gap between HOMO and LUMO (alpha / beta): 6.40 / 6.45 eV

Each line ends with the Mulliken charge.
Geometry (Å):
C (0.443, -1.561, -1.957)  -0.4803
C (-0.600, -1.686, -0.994)  1.0014
C (-1.935, -1.725, -1.428)  -0.6491
C (-2.236, -1.612, -2.784)  -0.7657
C (-1.203, -1.414, -3.707)  -0.5085
C (0.147, -1.405, -3.308)  -1.0599
P (-0.112, -1.662, 0.769)  1.2773
C (-1.217, -2.928, 1.579)  0.7714
C (-2.183, -2.517, 2.507)  -0.0990
C (-3.287, -3.322, 2.791)  -0.8398
C (-3.305, -4.652, 2.323)  -0.5245
C (-2.207, -5.158, 1.613)  -0.7218
C (-1.182, -4.279, 1.228)  -0.2859
Pr (-0.765, 1.213, 1.927)  0.4699
P (0.322, 2.487, -0.401)  0.5109
C (-1.269, 2.577, -1.257)  0.7919
C (-1.313, 3.129, -2.586)  -0.8487
C (-2.367, 2.768, -3.431)  -0.6139
C (-3.476, 2.053, -2.938)  -0.6014
C (-3.540, 1.752, -1.584)  -1.0116
C (-2.441, 1.951, -0.729)  0.5159
C (0.076, 3.409, 1.152)  0.4815
C (0.913, 3.069, 2.268)  -0.6471
C (0.389, 3.046, 3.582)  -0.4625
C (-0.972, 3.383, 3.835)  -0.5641
C (-1.797, 3.774, 2.747)  -0.4422
C (-1.265, 3.810, 1.434)  -0.1081
C (2.070, 2.741, -0.776)  0.3500
C (3.069, 1.741, -0.613)  0.2548
C (4.343, 2.010, -1.102)  -0.6987
C (4.632, 3.172, -1.795)  -0.7095
C (3.583, 4.039, -2.065)  -0.6314
C (2.312, 3.866, -1.560)  -0.6583
C (1.472, -2.609, 0.806)  0.5623
C (1.809, -3.560, -0.174)  -0.2243
C (2.994, -4.290, -0.056)  -0.8759
C (3.852, -4.054, 1.026)  -0.5629
C (3.533, -3.100, 2.000)  -0.6814
C (2.345, -2.392, 1.891)  -0.3054
H (1.901, 2.603, 2.022)  0.4153
H (1.099, 2.825, 4.367)  0.5645
H (-1.404, 3.343, 4.825)  0.4941
H (-2.895, 3.891, 2.934)  0.4424
H (-1.900, 4.058, 0.572)  0.7143
H (-0.487, 3.777, -2.966)  0.2626
H (-2.339, 3.007, -4.487)  0.4764
H (-4.263, 1.701, -3.609)  0.4572
H (-4.419, 1.246, -1.187)  0.4139
H (-2.652, 1.629, 0.321)  0.2611
H (2.850, 0.780, -0.124)  0.4156
H (5.113, 1.281, -0.984)  0.4718
H (5.610, 3.337, -2.222)  0.4238
H (3.750, 4.877, -2.707)  0.4336
H (1.500, 4.581, -1.734)  0.4554
H (1.174, -3.778, -1.042)  0.4637
H (3.255, -5.032, -0.827)  0.4232
H (4.791, -4.611, 1.090)  0.4066
H (4.196, -2.917, 2.853)  0.4498
H (2.091, -1.657, 2.663)  0.1007
H (-2.122, -1.539, 2.994)  0.2812
H (-4.131, -2.909, 3.357)  0.4335
H (-4.161, -5.309, 2.542)  0.3840
H (-2.145, -6.214, 1.368)  0.4388
H (-0.360, -4.686, 0.647)  0.4133
H (-2.723, -1.891, -0.685)  0.5004
H (-3.291, -1.619, -3.096)  0.4839
H (-1.439, -1.166, -4.751)  0.4061
H (0.941, -1.220, -4.045)  0.4372
H (1.488, -1.419, -1.646)  0.4711
H (0.844, 0.736, -0.784)  -0.1525
H (0.322, 0.354, -0.079)  -0.5764
Br (0.175, -0.120, 4.187)  -0.4719

AlB2H16O4 | ωB97M-V/def2-TZVPD

E_tot: -16376.2684 eV
Charge: +1
Gap between HOMO and LUMO: 1.48 eV

Each line ends with the Mulliken charge.
Geometry (Å):
Al (-0.284, -0.110, -0.472)  0.9782
B (0.816, 3.427, 3.118)  -0.1358
H (1.202, 3.927, 3.992)  0.0074
H (0.485, 2.424, 3.340)  0.0317
H (0.022, 3.968, 2.627)  0.0290
H (1.590, 3.272, 2.383)  0.0699
B (-0.017, -1.044, -5.681)  -0.1119
H (0.262, -0.095, -5.251)  -0.0257
H (0.699, -1.418, -6.395)  0.0165
H (-0.160, -1.769, -4.894)  0.0313
H (-1.015, -0.965, -6.084)  0.0965
O (-4.847, 1.966, 0.004)  -0.6513
H (-4.955, 2.857, -0.328)  0.3285
H (-5.740, 1.625, 0.069)  0.3267
O (3.260, -1.676, 2.814)  -0.6499
H (3.332, -1.657, 3.768)  0.3270
H (4.166, -1.710, 2.506)  0.3253
O (-3.059, -1.332, 3.639)  -0.6516
H (-3.449, -2.131, 3.993)  0.3268
H (-3.339, -0.642, 4.240)  0.3270
O (3.509, -2.859, -2.129)  -0.6478
H (3.146, -3.436, -2.800)  0.3253
H (4.375, -2.621, -2.460)  0.3268

C16H48Ag2N9O7 | ωB97M-V/def2-TZVPD

Expectation value of S²: 0.759
2S+1: 2
E_tot: -53093.7986 eV
Charge: +2
Gap between HOMO and LUMO (alpha / beta): 6.78 / 4.79 eV

Each line ends with the Mulliken charge.
Geometry (Å):
Ag (13.349, -13.816, 27.397)  0.4373
Ag (10.492, -9.266, 23.462)  0.6658
C (12.241, -11.686, 24.956)  -1.2722
O (12.493, -11.627, 26.352)  1.1405
H (11.179, -11.659, 24.714)  0.1554
H (12.609, -10.867, 24.338)  0.4090
H (12.690, -12.615, 24.603)  0.2870
C (9.861, -16.436, 25.697)  -1.4769
C (11.176, -16.094, 26.415)  0.6037
C (12.377, -16.008, 25.406)  -0.7144
O (13.716, -15.860, 26.046)  -0.2103
C (14.191, -17.043, 26.745)  -0.7420
N (11.071, -14.845, 27.164)  -0.4378
H (9.593, -17.493, 25.719)  0.3754
H (9.792, -16.057, 24.678)  0.3101
H (9.108, -15.853, 26.227)  0.3967
H (11.247, -16.843, 27.203)  0.4746
H (12.182, -15.274, 24.624)  0.1078
H (12.499, -16.817, 24.686)  0.4624
H (15.004, -16.504, 27.233)  0.2269
H (14.608, -17.803, 26.084)  0.3126
H (13.613, -17.529, 27.530)  0.3140
H (10.283, -14.876, 27.796)  0.2629
H (10.723, -14.198, 26.470)  -0.0319
C (8.978, -13.478, 21.342)  -1.3975
C (10.173, -12.535, 21.263)  0.9373
C (11.167, -12.876, 20.180)  -0.8695
O (12.261, -11.966, 19.934)  -0.3248
C (12.431, -11.735, 18.516)  -0.7252
N (9.740, -11.148, 20.957)  -0.6495
H (8.061, -13.357, 21.919)  0.3765
H (9.387, -14.478, 21.492)  0.3271
H (8.667, -13.468, 20.298)  0.3503
H (10.705, -12.540, 22.214)  -0.3289
H (10.536, -13.007, 19.301)  0.4918
H (11.539, -13.878, 20.393)  0.3359
H (12.669, -12.666, 18.001)  0.3088
H (13.282, -11.150, 18.166)  0.2748
H (11.497, -11.392, 18.070)  0.3220
H (10.651, -10.714, 20.904)  0.3559
H (9.344, -11.178, 20.029)  0.3066
C (12.491, -6.079, 24.769)  -1.6068
C (12.794, -7.556, 24.969)  0.9297
C (13.940, -7.849, 25.983)  -0.2442
O (15.301, -7.537, 25.556)  -0.4227
C (15.797, -8.126, 24.401)  -0.5204
N (11.581, -8.186, 25.488)  -0.6931
H (12.170, -5.438, 25.590)  0.3762
H (11.623, -5.970, 24.118)  0.3917
H (13.374, -5.611, 24.335)  0.3798
H (13.014, -8.050, 24.023)  0.1623
H (14.088, -8.919, 26.136)  -0.1388
H (13.734, -7.407, 26.957)  0.3980
H (16.757, -7.684, 24.134)  0.3381
H (15.184, -7.900, 23.528)  0.2740
H (16.006, -9.196, 24.414)  0.0479
H (11.108, -7.813, 26.299)  0.2538
H (11.816, -9.117, 25.803)  0.1943
C (16.288, -13.050, 26.866)  0.6890
O (15.734, -13.920, 27.458)  -0.6048
N (15.606, -12.012, 26.381)  0.0143
N (17.526, -13.143, 26.475)  -0.4043
H (14.603, -12.017, 26.500)  -0.3264
H (16.001, -11.354, 25.724)  0.1742
H (17.889, -12.472, 25.812)  0.1485
H (18.038, -13.934, 26.839)  0.2678
C (13.766, -11.301, 29.736)  0.5776
O (13.494, -12.455, 29.330)  -0.5390
N (13.609, -10.245, 28.946)  -0.1388
N (14.153, -10.981, 30.989)  -0.3975
H (13.767, -9.373, 29.430)  0.1624
H (13.547, -10.375, 27.946)  -0.1804
H (14.050, -10.013, 31.261)  0.1598
H (14.248, -11.758, 31.627)  0.2915
C (9.261, -10.962, 28.173)  0.5099
O (8.500, -10.697, 29.114)  -0.6816
N (9.073, -11.617, 27.135)  -0.1404
N (10.575, -10.721, 28.311)  -0.0198
H (8.140, -11.866, 26.841)  0.2281
H (9.787, -11.594, 26.420)  -0.0092
H (10.981, -10.093, 28.990)  0.2164
H (11.231, -11.079, 27.631)  -0.2651

C32H34CoN6OS3 | ωB97M-V/def2-TZVPD

Expectation value of S²: 1.051
2S+1: 2
E_tot: -114859.1116 eV
Charge: -2
Gap between HOMO and LUMO (alpha / beta): 5.15 / 5.15 eV

Each line ends with the Mulliken charge.
Geometry (Å):
Co (1.356, 0.419, 0.112)  1.0746
S (-0.151, -0.184, 1.841)  -0.5792
C (-1.739, -0.600, 1.316)  0.5633
C (-2.710, -0.915, 2.309)  -0.9044
C (-3.982, -1.276, 1.945)  -0.3829
C (-4.322, -1.315, 0.587)  -0.8559
C (-3.335, -0.966, -0.313)  -0.4007
N (-2.091, -0.614, 0.017)  0.2010
H (-2.411, -0.879, 3.348)  0.4406
H (-4.712, -1.531, 2.706)  0.3187
H (-5.309, -1.598, 0.246)  0.3892
H (-3.551, -0.965, -1.379)  0.3971
S (2.998, 1.371, -1.221)  -0.5653
C (3.222, 2.533, 0.015)  0.8214
S (2.291, 2.184, 1.424)  -0.6462
C (4.047, 3.656, -0.100)  0.2734
C (4.786, 3.927, -1.282)  0.0168
N (5.411, 4.171, -2.224)  -0.6587
C (4.174, 4.603, 0.951)  0.1276
N (4.303, 5.398, 1.781)  -0.6751
C (-4.390, 2.431, 0.737)  -1.1783
N (-3.216, 3.208, 0.316)  -0.4557
N (-2.453, 2.485, -0.619)  0.8751
C (-1.122, 2.380, -0.208)  0.5398
O (-0.243, 1.855, -0.868)  -0.7000
C (-1.080, 3.055, 1.080)  -0.7063
C (-2.313, 3.486, 1.361)  0.5291
C (-2.812, 4.151, 2.595)  -1.6263
C (-2.942, 2.306, -1.918)  -0.0697
C (-2.411, 1.295, -2.720)  0.3574
C (-2.899, 1.123, -4.004)  -0.6992
C (-3.921, 1.924, -4.498)  -0.5081
C (-4.449, 2.921, -3.691)  -0.5910
C (-3.961, 3.121, -2.409)  -0.3621
H (-5.009, 2.222, -0.133)  0.4126
H (-4.967, 3.031, 1.438)  0.4593
H (-4.093, 1.486, 1.202)  0.2261
H (-0.175, 3.163, 1.654)  0.4047
H (-1.965, 4.484, 3.190)  0.4033
H (-3.399, 3.459, 3.205)  0.2915
H (-3.440, 5.012, 2.354)  0.3563
H (-1.631, 0.663, -2.323)  0.3972
H (-2.475, 0.340, -4.622)  0.4043
H (-4.299, 1.775, -5.502)  0.3813
H (-5.242, 3.559, -4.063)  0.3643
H (-4.352, 3.913, -1.784)  0.4618
C (4.548, -1.326, 3.726)  -1.6452
C (4.001, -2.138, 2.579)  0.4585
C (4.267, -3.514, 2.497)  -0.7608
C (3.730, -4.232, 1.441)  0.2463
C (4.008, -5.711, 1.310)  -1.6797
C (2.934, -3.613, 0.483)  -0.5755
C (2.627, -2.224, 0.531)  0.8418
C (3.220, -1.528, 1.629)  -0.2206
N (1.870, -1.519, -0.331)  0.0569
C (1.278, -2.136, -1.517)  1.7193
C (0.523, -1.036, -2.269)  -1.8139
C (0.224, -3.204, -1.158)  -1.3782
C (2.340, -2.676, -2.492)  -1.7282
H (5.543, -1.672, 4.017)  0.3835
H (3.900, -1.410, 4.603)  0.2757
H (4.609, -0.270, 3.463)  0.3271
H (4.890, -4.002, 3.240)  0.2126
H (4.586, -6.079, 2.160)  0.3735
H (4.574, -5.928, 0.399)  0.3094
H (3.079, -6.286, 1.258)  0.3239
H (2.547, -4.241, -0.306)  0.5466
H (3.049, -0.459, 1.701)  0.2064
H (-0.225, -0.594, -1.607)  -0.2516
H (0.002, -1.456, -3.137)  0.5942
H (1.200, -0.253, -2.617)  0.2591
H (-0.577, -2.721, -0.595)  0.1648
H (0.622, -4.010, -0.546)  0.2970
H (-0.205, -3.638, -2.068)  0.4176
H (3.006, -1.857, -2.771)  0.3325
H (1.859, -3.058, -3.399)  0.4298
H (2.952, -3.470, -2.070)  0.3544

C19H19N3O8S | ωB97M-V/def2-TZVPD

E_tot: -51693.6867 eV
Gap between HOMO and LUMO: 7.93 eV

Each line ends with the Mulliken charge.
Geometry (Å):
C (-6.224, 0.777, -2.076)  -1.0204
C (-5.391, 1.195, -0.839)  0.7276
O (-4.267, 0.742, -0.706)  -0.4939
O (-5.999, 2.030, 0.122)  -0.3850
C (-5.083, 2.609, 1.169)  -0.4502
C (-4.685, 1.739, 2.447)  -0.7323
N (-3.617, 0.759, 2.060)  0.1909
C (-3.776, -0.599, 2.237)  0.2126
O (-4.797, -0.988, 2.764)  -0.6529
C (-2.485, -1.203, 1.876)  -0.0469
C (-1.600, -0.246, 1.592)  0.8515
C (-0.234, -0.687, 1.130)  0.4775
C (0.730, 0.153, 0.715)  -0.5029
C (1.909, -0.404, 0.304)  0.0082
S (3.278, 0.709, -0.042)  1.3391
O (2.918, 2.058, -0.616)  -0.6936
O (3.842, 1.024, 1.290)  -0.7086
N (4.497, 0.018, -1.027)  0.0593
C (5.821, 0.707, -0.936)  -0.5401
C (6.880, 0.012, -1.756)  -0.5399
O (6.342, -0.060, -3.074)  -0.4088
C (5.157, -0.751, -3.221)  -0.7412
C (4.053, -0.127, -2.404)  -0.7287
C (2.095, -1.768, 0.320)  -0.3935
C (1.228, -2.637, 0.876)  -1.2090
C (0.039, -2.086, 1.297)  0.1819
N (-0.903, -3.027, 1.848)  -0.1491
C (-2.158, -2.620, 1.819)  0.0676
O (-2.936, -3.583, 1.547)  -0.6999
C (-2.278, 1.033, 1.768)  0.2449
O (-1.733, 2.081, 1.784)  -0.5935
H (-5.569, 0.328, -2.806)  0.3103
H (-6.872, 0.083, -1.592)  0.2797
H (-6.762, 1.601, -2.605)  0.3206
H (-4.147, 2.932, 0.580)  0.2966
H (-5.535, 3.610, 1.395)  0.3961
H (-5.597, 1.265, 2.798)  0.3400
H (-4.256, 2.398, 3.193)  0.3923
H (0.601, 1.195, 0.862)  0.6827
H (5.820, 1.790, -1.200)  0.3287
H (6.040, 0.674, 0.143)  0.4130
H (7.834, 0.518, -1.712)  0.3321
H (6.975, -1.034, -1.466)  0.3298
H (4.841, -0.890, -4.351)  0.2682
H (5.370, -1.683, -2.821)  0.4736
H (3.769, 0.837, -2.875)  0.3134
H (3.208, -0.657, -2.367)  0.6248
H (3.067, -2.084, -0.091)  0.4484
H (1.329, -3.679, 0.916)  0.4744
H (-0.741, -4.066, 1.735)  0.3046

C4H6N2 | ωB97M-V/def2-TZVPD

E_tot: -7218.6226 eV
Gap between HOMO and LUMO: 7.37 eV

Each line ends with the Mulliken charge.
Geometry (Å):
C (0.955, -1.244, 1.926)  -0.9568
C (1.359, -0.521, 0.853)  0.1575
C (-1.181, 0.797, -0.886)  -0.2526
C (-1.010, -0.083, 0.357)  -0.1601
N (0.277, 0.796, -0.953)  -0.7656
N (0.283, -0.025, 0.109)  0.3652
H (1.767, -1.812, 2.505)  0.1595
H (2.214, -0.254, 0.266)  0.3284
H (-1.542, 0.307, -1.810)  0.2839
H (-1.313, 1.865, -0.684)  0.2235
H (-1.677, -0.344, 1.246)  0.3558
H (0.743, 0.473, -1.827)  0.2612

C4H7NO2 | ωB97M-V/def2-TZVPD

E_tot: -9845.0326 eV
Gap between HOMO and LUMO: 10.58 eV

Each line ends with the Mulliken charge.
Geometry (Å):
C (-0.655, 1.631, -0.302)  -1.0417
N (-0.421, 0.289, 0.221)  -0.1332
C (-0.976, -0.768, -0.662)  -0.3369
C (0.373, -1.449, -0.580)  0.3141
O (0.756, -2.582, -0.659)  -0.5244
C (0.979, -0.172, 0.031)  -0.0072
O (1.854, -0.373, 1.088)  -0.5107
H (-0.084, 2.364, 0.271)  0.3353
H (-0.335, 1.718, -1.360)  0.4217
H (-1.714, 1.897, -0.255)  0.3141
H (-1.187, -0.458, -1.701)  0.2560
H (-1.845, -1.314, -0.282)  0.2748
H (1.475, 0.556, -0.628)  0.3193
H (1.706, -1.223, 1.533)  0.3188